Density functional theory data (the ωB97M-V functional and the def2-TZVPD basis) for 2 unconnected molecules or ions with the total composition C4H7N2O at a distorted geometry.

HOMO level, eV: -15.1743
Relative energy (zero: lowest compared OMol25 entry of this formula, charge and spin), kJ/mol: 317.3
Molar mass, g/mol: 99.1
Net charge: +1
Gap between HOMO and LUMO, eV: 9.24
LUMO, eV: -5.94

The geometry in XYZ format:
```
14
C4H7N2O | OMol25 | the ωB97M-V functional and the def2-TZVPD basis
C 1.167 -1.392 0.111
C 2.346 -0.525 -0.099
C 0.084 -0.617 0.148
C -0.018 1.847 0.094
N 1.967 0.699 -0.185
N 0.604 0.786 -0.023
O -2.819 -0.407 -0.002
H 1.117 -2.480 0.069
H 3.358 -0.886 -0.005
H -0.980 -0.687 0.143
H -1.089 1.806 0.417
H 0.654 2.700 -0.166
H -3.179 0.443 -0.244
H -3.212 -1.286 -0.258
```

Atomic partial charges in e from the Mulliken method, atoms 1 to 6: number 1, C, carries -0.4349; number 2, C, carries -0.0468; number 3, C, carries -0.1574; number 4, C, carries -0.0887; number 5, N, carries -0.7351; number 6, N, carries 0.6677


Density functional theory data (the ωB97M-V functional and the def2-TZVPD basis) for a gas-phase ion, C4H7N2O (charge +1) at a distorted geometry.

HOMO level, eV: -12.8341
Relative energy (zero: lowest compared OMol25 entry of this formula, charge and spin), kJ/mol: 339.1
Molar mass, g/mol: 99.1
Net charge: +1
Gap between HOMO and LUMO, eV: 8.77
Structure (SMILES): N=C=C[C@H]([NH3+])C=O
LUMO, eV: -4.07

The geometry in XYZ format:
```
14
C4H7N2O | OMol25 | the ωB97M-V functional and the def2-TZVPD basis
C -0.769 -0.746 0.267
C 0.556 -0.341 -0.447
C -1.832 0.067 0.355
C 0.436 1.133 -1.118
N -2.950 0.494 0.377
N 1.649 -0.553 0.593
O -0.593 1.609 -1.450
H -0.872 -1.715 0.943
H 0.946 -0.954 -1.220
H 1.372 1.573 -1.546
H -3.442 1.324 0.631
H 2.338 0.161 0.652
H 2.009 -1.452 0.401
H 1.153 -0.601 1.564
```

Atomic partial charges in e from the Mulliken method, atoms 1 to 6: number 1, C, carries -0.8517; number 2, C, carries 0.1418; number 3, C, carries 0.3932; number 4, C, carries -0.0607; number 5, N, carries -0.3151; number 6, N, carries -0.3319